Density functional theory data (ωB97M-V/def2-TZVPD) for a structure of composition C26H39Cl2FeN6O4SSeSi.

The geometry in XYZ format:
```
81
Properties=species:S:1:pos:R:3:lowdin_charge:R:1
Fe -0.902 -0.268 -0.077 0.326
N 3.258 -4.467 -5.517 0.095
C 2.311 -4.079 -4.578 -0.322
C 1.740 -2.805 -4.632 -0.029
C 0.833 -2.404 -3.669 -0.073
C 0.488 -3.269 -2.641 -0.286
C 1.046 -4.539 -2.576 -0.058
C 1.952 -4.940 -3.538 -0.026
S -0.658 -2.773 -1.406 0.615
O -1.326 -3.953 -0.938 -0.271
O -1.478 -1.705 -1.976 -0.367
N 0.128 -1.986 -0.226 -0.186
C 0.546 -2.728 0.858 -0.448
N 0.374 -2.154 2.054 0.138
C 0.694 -2.889 3.112 -0.134
C 1.197 -4.173 3.012 -0.052
C 1.390 -4.643 1.723 -0.121
N 1.082 -3.937 0.647 0.137
H 3.229 -3.976 -6.395 0.087
H 3.379 -5.460 -5.630 0.087
H 2.012 -2.131 -5.435 0.110
H 0.389 -1.419 -3.710 0.068
H 0.764 -5.198 -1.767 0.105
H 2.391 -5.930 -3.489 0.111
H 0.537 -2.426 4.082 0.106
H 1.440 -4.764 3.882 0.096
H 1.817 -5.625 1.545 0.110
Cl -5.478 0.633 -1.031 0.631
C -4.694 -0.458 0.114 -0.976
Cl -5.414 -0.324 1.729 0.637
C -3.190 -0.223 0.206 -0.744
O -2.500 -1.105 0.771 -0.029
O -2.626 0.782 -0.305 -0.093
H -4.856 -1.476 -0.224 0.078
C -0.417 3.079 0.801 -0.196
Si -0.112 1.419 1.650 0.787
C -1.239 1.466 3.219 -0.617
C -0.694 2.488 4.233 -0.101
C -2.637 1.975 2.846 -0.099
C -1.369 0.100 3.899 -0.095
C 1.769 1.336 2.119 -0.615
C 2.631 0.792 0.974 -0.147
C 2.057 0.461 3.344 -0.098
C 2.250 2.763 2.432 -0.100
H -0.461 3.887 1.536 0.038
H -1.362 3.060 0.254 0.031
H 0.386 3.298 0.104 -0.012
H -0.589 3.483 3.795 0.071
H 0.265 2.206 4.666 0.058
H -1.410 2.574 5.059 0.087
H -2.605 2.997 2.462 0.079
H -3.267 1.979 3.743 0.089
H -3.132 1.364 2.106 0.029
H -0.404 -0.272 4.246 0.050
H -1.789 -0.648 3.226 0.064
H -2.027 0.185 4.772 0.086
H 2.307 -0.201 0.654 0.054
H 3.670 0.715 1.315 0.085
H 2.614 1.446 0.102 0.015
H 1.774 -0.569 3.160 0.042
H 1.553 0.801 4.248 0.058
H 3.134 0.482 3.546 0.087
H 2.171 3.420 1.564 0.066
H 3.306 2.729 2.722 0.087
H 1.698 3.222 3.255 0.066
C 1.653 3.877 -2.207 -0.024
N 0.333 3.443 -2.634 -0.120
C -0.568 4.253 -3.291 -0.034
C -1.654 3.500 -3.555 -0.028
N -1.404 2.237 -3.063 -0.092
C -2.293 1.097 -3.268 -0.005
C -0.199 2.210 -2.468 -0.581
Se 0.677 0.746 -1.697 0.909
H 2.132 4.409 -3.027 0.098
H 2.240 3.002 -1.945 0.055
H 1.575 4.533 -1.342 0.093
H -0.351 5.281 -3.516 0.127
H -2.574 3.739 -4.056 0.129
H -2.614 1.099 -4.308 0.103
H -3.147 1.168 -2.602 0.056
H -1.750 0.181 -3.049 0.044
```

net charge	0
E	-188218.34150	eV
2S+1	2
HOMO-LUMO gap (alpha / beta)	7.6547 / 7.7323	eV
HOMO energy (alpha / beta)	-7.9 / -7.4	eV
E_LUMO (alpha / beta)	-0.27 / 0.34	eV


Density functional theory data (ωB97M-V/def2-TZVPD) for a cluster of 13 separate species, C26H39N13 in total.

The geometry in XYZ format:
```
78
Properties=species:S:1:pos:R:3:lowdin_charge:R:1
C -1.242 8.533 -3.016 -0.090
C -0.426 9.589 -3.480 -0.304
N 0.295 10.427 -3.812 0.129
H -1.137 8.315 -1.953 0.090
H -1.067 7.615 -3.576 0.088
H -2.295 8.740 -3.209 0.086
C 9.804 -2.844 0.785 -0.072
C 8.436 -2.468 0.446 -0.296
N 7.364 -2.185 0.117 0.117
H 9.975 -2.296 1.711 0.079
H 10.462 -2.439 0.016 0.085
H 9.895 -3.913 0.979 0.086
C -0.598 0.560 10.221 -0.077
C -1.992 0.916 10.406 -0.297
N -3.121 1.153 10.536 0.120
H -0.383 0.659 9.157 0.087
H -0.366 -0.379 10.723 0.086
H -0.053 1.271 10.842 0.081
C -4.615 -3.440 5.864 -0.077
C -4.375 -4.838 5.612 -0.305
N -4.199 -5.961 5.447 0.128
H -3.859 -2.897 6.432 0.085
H -5.597 -3.202 6.272 0.086
H -4.608 -3.127 4.820 0.083
C -4.368 5.465 4.990 -0.080
C -4.951 6.113 3.856 -0.304
N -5.395 6.671 2.926 0.121
H -3.415 5.956 5.186 0.087
H -4.179 4.423 4.736 0.088
H -5.073 5.626 5.806 0.089
C 5.382 6.196 -5.431 -0.084
C 4.303 5.315 -5.647 -0.318
N 3.425 4.602 -5.868 0.130
H 5.063 7.215 -5.214 0.090
H 5.914 6.305 -6.376 0.091
H 5.936 5.793 -4.583 0.091
C -2.342 3.122 -9.837 -0.083
C -2.951 2.988 -8.525 -0.280
N -3.428 2.896 -7.455 0.115
H -2.146 4.162 -10.098 0.081
H -3.028 2.876 -10.648 0.083
H -1.403 2.571 -9.783 0.085
C -3.486 -9.614 -3.970 -0.077
C -3.373 -8.156 -3.814 -0.277
N -3.241 -6.994 -3.789 0.112
H -2.642 -10.108 -3.489 0.080
H -3.672 -9.929 -4.997 0.084
H -4.286 -9.894 -3.284 0.078
C -0.504 0.577 -1.170 -0.072
C -0.521 0.267 0.260 -0.289
N -0.602 0.022 1.390 0.111
H -1.171 -0.128 -1.665 0.083
H 0.498 0.408 -1.563 0.082
H -0.815 1.612 -1.309 0.085
C 2.276 -5.917 2.682 -0.083
C 2.369 -7.317 2.381 -0.294
N 2.512 -8.452 2.118 0.121
H 1.321 -5.622 3.118 0.088
H 2.495 -5.328 1.791 0.084
H 3.137 -5.748 3.328 0.085
C 4.998 3.246 3.080 -0.068
C 4.128 3.971 2.144 -0.295
N 3.397 4.584 1.496 0.118
H 5.361 3.899 3.874 0.083
H 5.781 2.857 2.429 0.080
H 4.366 2.449 3.472 0.082
C -7.384 -0.392 -0.299 -0.070
C -8.515 -1.323 -0.148 -0.291
N -9.376 -2.045 0.038 0.122
H -7.702 0.586 0.063 0.081
H -7.080 -0.290 -1.341 0.079
H -6.549 -0.822 0.254 0.080
C 3.673 -5.145 -3.830 -0.075
C 4.929 -5.854 -3.558 -0.281
N 5.889 -6.504 -3.387 0.113
H 3.086 -5.281 -2.922 0.081
H 3.155 -5.587 -4.681 0.082
H 3.908 -4.110 -4.080 0.080
```

net charge	0
energy relative to the best compared isomer or geometry (same formula, charge and spin)	260.88	kJ/mol
E	-46959.54906	eV
2S+1	1
HOMO-LUMO gap	11.6343	eV
HOMO energy	-11.4	eV
E_LUMO	0.20	eV


Density functional theory data (ωB97M-V/def2-TZVPD) for a cluster of 13 separate species, C26H39N13 in total.

The geometry in XYZ format:
```
78
Properties=species:S:1:pos:R:3:lowdin_charge:R:1
C -4.180 0.560 3.727 -0.059
C -2.888 0.347 3.131 -0.272
N -1.859 0.104 2.695 0.159
H -4.097 0.534 4.814 0.091
H -4.899 -0.147 3.312 0.088
H -4.559 1.570 3.569 0.090
C 4.797 0.477 0.859 -0.051
C 4.254 1.819 1.108 -0.260
N 3.801 2.877 1.282 0.141
H 5.877 0.350 0.939 0.092
H 4.497 0.303 -0.175 0.046
H 4.192 -0.147 1.516 0.058
C -3.346 -2.960 1.310 -0.065
C -4.570 -2.737 0.435 -0.270
N -5.516 -2.556 -0.175 0.119
H -2.410 -2.554 0.924 0.037
H -3.245 -4.043 1.244 0.064
H -3.593 -2.660 2.328 0.066
C 0.541 -3.310 3.283 -0.093
C -0.334 -4.412 2.945 -0.288
N -1.018 -5.272 2.648 0.139
H 0.472 -2.464 2.599 0.041
H 1.560 -3.699 3.280 0.086
H 0.304 -2.939 4.280 0.078
C -2.353 -3.826 -3.688 -0.090
C -1.650 -5.136 -3.552 -0.249
N -1.019 -6.145 -3.454 0.095
H -2.911 -3.549 -2.793 0.055
H -3.042 -3.767 -4.531 0.079
H -1.588 -3.050 -3.677 0.060
C 0.568 -0.017 -0.054 -0.089
C -0.285 -1.018 -0.643 -0.268
N -1.002 -1.770 -1.171 0.165
H 1.634 -0.241 -0.111 0.048
H 0.349 -0.261 0.986 0.034
H 0.384 1.020 -0.335 0.050
C -2.637 3.422 -3.203 -0.046
C -1.622 2.431 -2.828 -0.253
N -0.805 1.630 -2.569 0.167
H -2.413 3.811 -4.196 0.093
H -2.790 4.234 -2.492 0.088
H -3.548 2.843 -3.352 0.063
C 4.259 -3.237 -3.314 -0.067
C 3.674 -2.743 -2.061 -0.251
N 3.166 -2.399 -1.086 0.143
H 5.346 -3.269 -3.389 0.082
H 3.942 -2.793 -4.258 0.083
H 3.872 -4.251 -3.419 0.086
C 1.655 0.645 5.271 -0.046
C 1.865 -0.094 4.048 -0.270
N 2.052 -0.670 3.086 0.172
H 0.717 1.197 5.199 0.083
H 2.555 1.226 5.471 0.097
H 1.610 -0.062 6.100 0.089
C 1.277 4.213 -1.428 -0.084
C 0.655 5.208 -0.580 -0.287
N 0.150 6.014 0.096 0.131
H 1.389 4.703 -2.395 0.093
H 0.718 3.280 -1.360 0.040
H 2.244 3.939 -1.007 0.056
C 0.631 2.988 2.486 -0.081
C 0.173 3.920 3.513 -0.281
N -0.225 4.671 4.319 0.118
H -0.145 2.803 1.744 0.076
H 0.735 2.049 3.031 0.032
H 1.580 3.367 2.106 0.042
C -3.686 -0.085 -2.021 -0.080
C -3.678 0.174 -3.489 -0.287
N -3.670 0.377 -4.617 0.136
H -4.694 0.219 -1.738 0.078
H -2.922 0.476 -1.483 0.048
H -3.559 -1.118 -1.699 0.031
C 3.345 1.364 -2.473 -0.078
C 2.912 2.051 -3.665 -0.300
N 2.656 2.636 -4.610 0.145
H 3.450 2.078 -1.657 0.056
H 4.304 0.882 -2.661 0.086
H 2.599 0.593 -2.279 0.070
```

net charge	0
energy relative to the best compared isomer or geometry (same formula, charge and spin)	109.84	kJ/mol
E	-46961.11442	eV
2S+1	1
HOMO-LUMO gap	11.0628	eV
HOMO energy	-11.1	eV
E_LUMO	0.01	eV


Number 1: F_max 0.2 eV/Å. Number 2: F_max 4.1 eV/Å. Number 3: F_max 5.1 eV/Å.